No. 1
Formula: C19H22N6O2
Source: the OMol25 dataset
Level of theory: wB97M-V/def2-TZVPD

Geometry as XYZ:
```
49
Properties=species:S:1:pos:R:3
O -0.60629 2.73275 -0.91588
O -1.70550 -0.21296 2.35961
N 1.32192 -1.35993 -1.09760
C -0.51881 1.62298 -0.37063
C -1.08037 0.05397 1.31847
C 1.73423 -0.56531 -2.04056
C 1.81428 1.57602 -2.78943
C 0.28137 0.63937 -0.97531
C 0.36540 -0.59570 -0.44600
C 2.73464 0.77786 -3.49333
C -3.14342 -4.78456 -1.26677
C -3.64571 -4.04736 -0.20549
C -1.76479 -4.70567 -1.55131
C -2.74678 -3.22136 0.49686
C -0.88161 -3.92572 -0.81976
C -1.35039 -3.15389 0.24935
N 2.68570 -0.55233 -3.04055
N 1.15391 0.67297 -2.01456
N -0.41995 -0.92699 0.65083
N -1.11294 1.36955 0.83960
N 0.44407 2.99583 2.89646
C 3.67851 1.30571 -4.52041
C 0.11641 2.34392 4.18339
C 1.60796 2.39585 2.22539
C -0.39227 -2.34119 1.09537
C -1.70822 2.50442 1.60386
C -0.63427 3.52715 2.02292
H 1.67452 2.61981 -2.86974
H -3.80653 -5.38829 -1.89912
H -4.70720 -4.03642 -0.02938
H -1.38837 -5.30803 -2.39221
H -3.14589 -2.61317 1.32583
H 0.17943 -3.97232 -1.04501
H 3.42143 -1.22010 -3.15718
H 3.44387 0.85954 -5.46053
H 3.57593 2.38078 -4.61602
H 4.72225 1.07100 -4.22909
H -0.59587 2.92503 4.78511
H 1.03394 2.25523 4.76404
H -0.30994 1.36160 4.04036
H 2.53933 2.50355 2.80897
H 1.46835 1.32470 2.02270
H 1.74915 2.91571 1.26775
H 0.64117 -2.76413 0.96510
H -0.63860 -2.43431 2.14873
H -2.21842 2.18298 2.48658
H -2.48306 2.95438 0.99565
H -1.17180 4.28837 2.56896
H -0.21079 3.96870 1.12397
```

## Properties
Orbital gap: 8.44 eV
Energy: -1216.25573 hartree
2S+1: 1
Strongest force on any atom: 4.341 eV Å⁻¹
LUMO energy: 0.53 eV
ΔE to the lowest compared entry with this formula, charge and spin: 5.3 kcal per mole
Charge: 0

No. 2
Formula: C5H13N2O
Source: the OMol25 dataset
Level of theory: wB97M-V/def2-TZVPD

Geometry as XYZ:
```
21
Properties=species:S:1:pos:R:3
O 1.27377 -0.50104 -1.42605
C 1.01016 -1.17403 -0.50249
N 1.11223 -1.97866 0.42962
C 0.89591 -3.86462 -2.29217
C -0.83854 1.37301 0.95972
N -1.45157 2.36487 1.74971
C -1.73716 3.56151 1.12013
C 0.68431 1.12108 1.36190
H 1.58918 -3.04727 -2.07502
H 1.20449 -4.84256 -1.90107
H 0.60983 -4.05363 -3.32057
H -0.06703 -3.56663 -1.79714
H -1.34657 0.44005 1.25095
H 0.49812 -2.45009 -0.58261
H -0.88493 1.57238 -0.12341
H -2.44997 4.15014 1.71364
H -2.07242 3.30890 0.09693
H -0.89613 4.26376 0.91684
H 1.18083 1.10328 0.40685
H 0.89679 1.97374 2.01176
H 0.78870 0.24581 2.00250
```

## Properties
Orbital gap (spin up / spin down): 8.59 / 5.60 eV
Energy: -382.04266 hartree
2S+1: 2
Strongest force on any atom: 5.330 eV Å⁻¹
LUMO energy (spin up / spin down): -11.55 / -14.54 eV
ΔE to the lowest compared entry with this formula, charge and spin: 218.2 kcal per mole
Charge: +2

No. 3
Formula: C19H26BCaN5O4S
Source: the OMol25 dataset
Level of theory: wB97M-V/def2-TZVPD

Geometry as XYZ:
```
57
Properties=species:S:1:pos:R:3
Ca -0.19495 0.71051 0.08844
O -2.71581 -1.02684 -3.05656
C -2.46383 0.14743 -2.85091
C -2.89351 1.29498 -3.76309
C -2.44030 2.53984 -3.01966
C -1.69951 1.96198 -1.83749
O -1.08048 2.63271 -0.99966
N -1.75831 0.61372 -1.76728
H -3.96738 1.23937 -3.94012
H -2.39963 1.16593 -4.72697
H -3.26208 3.15274 -2.64655
H -1.77873 3.19640 -3.58414
N 0.24579 -3.16331 0.69269
C 0.84254 -2.80647 -0.50607
C 1.54604 -3.75486 -1.25911
C 2.06779 -3.37659 -2.47321
C 1.87880 -2.06975 -2.92134
C 1.16790 -1.21412 -2.10977
N 0.65953 -1.55610 -0.91965
H 0.66157 -3.95368 1.15857
H 0.04410 -2.38824 1.32084
H 1.66570 -4.76211 -0.88457
H 2.61678 -4.09032 -3.07269
H 2.26576 -1.72640 -3.86870
H 0.98694 -0.19157 -2.42893
C 5.08473 1.69983 1.92803
C 3.99381 2.67672 1.48957
C 4.62383 3.85562 0.76285
O 3.13902 1.97475 0.57843
B 1.97877 1.51896 1.23393
O 1.99501 2.07460 2.52884
C 3.02142 3.06643 2.63719
C 3.62385 3.00136 4.03329
C 2.35496 4.42491 2.42799
H 5.58828 1.32290 1.03750
H 4.65498 0.84981 2.45797
H 5.82801 2.17419 2.57035
H 5.30556 3.48985 -0.00485
H 5.19653 4.48069 1.45092
H 3.87003 4.47218 0.27908
H 3.95749 1.99537 4.27610
H 2.87356 3.29522 4.76702
H 4.47184 3.68264 4.12774
H 1.91267 4.49585 1.43398
H 3.05580 5.25099 2.55897
H 1.55379 4.53382 3.15927
S -1.78893 -0.79725 1.97337
C -2.90561 -1.21066 0.73407
N -2.72281 -2.36919 0.03638
C -3.59688 -2.83216 -0.87220
C -4.73951 -2.12330 -1.10449
C -4.83859 -0.90012 -0.42923
N -3.96930 -0.45022 0.44583
H -1.84661 -2.86828 0.19448
H -3.32137 -3.75032 -1.36939
H -5.47563 -2.45394 -1.81682
H -5.67835 -0.24328 -0.63447
```

## Properties
Orbital gap: 6.08 eV
Energy: -2415.20660 hartree
2S+1: 1
Strongest force on any atom: 0.689 eV Å⁻¹
LUMO energy: -0.42 eV
ΔE to the lowest compared entry with this formula, charge and spin: 0.0 kcal per mole
Charge: 0

No. 4
Formula: C11H26B4Br10O5
Source: the OMol25 dataset
Level of theory: wB97M-V/def2-TZVPD

Geometry as XYZ:
```
56
Properties=species:S:1:pos:R:3
O -4.77966 1.83241 -1.37791
B -4.47045 0.61194 -1.86572
O -3.54953 -0.15023 -1.16688
C -5.10101 0.03153 -3.18978
B -4.20067 0.31855 -4.42132
O -3.03619 -0.38709 -4.65015
B -1.99228 0.49623 -4.51146
O -2.10611 1.76442 -5.03111
B -3.37379 2.18935 -5.36960
O -4.45855 1.35640 -5.30933
H -5.30669 2.32784 -2.03335
H -2.65229 0.17395 -1.38764
H -5.24195 -1.04142 -3.11215
H -6.06517 0.49555 -3.38338
H -1.05340 0.15305 -3.88037
H -3.52286 3.31726 -5.70713
Br 1.99441 0.64724 0.53369
C 0.70299 2.05659 0.89562
C -0.62130 1.75333 0.25641
Br -0.61973 2.04556 -1.66890
H 1.14530 2.98718 0.55687
H 0.58933 2.07875 1.97671
H -1.39469 2.41082 0.64717
H -0.91450 0.72187 0.40952
Br -1.61494 -0.89750 2.54102
C -3.31260 -1.37265 1.70891
C -4.29571 -0.23664 1.75897
Br -5.05020 -0.01383 3.54084
H -3.66486 -2.26072 2.22028
H -3.07250 -1.61581 0.67683
H -5.13885 -0.44241 1.10548
H -3.85292 0.71301 1.48385
Br 1.10140 -4.87563 2.30942
C -0.08225 -4.35378 3.76190
C -1.25554 -5.28611 3.89071
Br -2.57505 -4.98388 2.49171
H -0.38632 -3.33209 3.56370
H 0.52669 -4.38659 4.66209
H -1.77899 -5.10971 4.82715
H -0.96955 -6.32992 3.82541
Br 7.51233 -0.82655 -2.87374
C 6.72379 -0.44837 -1.13520
C 5.30963 0.04552 -1.24396
Br 5.23039 1.90443 -1.81417
H 7.37248 0.26661 -0.64236
H 6.75026 -1.39030 -0.59390
H 4.83522 0.02579 -0.26525
H 4.71380 -0.52611 -1.94695
Br 6.32295 0.00326 2.53083
C 5.31895 1.66375 2.34647
C 6.22689 2.85098 2.18092
Br 7.06452 3.36172 3.86131
H 4.68366 1.74034 3.22185
H 4.70077 1.53734 1.46005
H 5.65690 3.71966 1.86135
H 7.02847 2.66515 1.47465
```

## Properties
Orbital gap: 10.21 eV
Energy: -26650.87244 hartree
2S+1: 1
Strongest force on any atom: 1.289 eV Å⁻¹
LUMO energy: 0.09 eV
ΔE to the lowest compared entry with this formula, charge and spin: 9.9 kcal per mole
Charge: 0

No. 5
Formula: C2H5NO2
Source: the OMol25 dataset
Level of theory: wB97M-V/def2-TZVPD

Geometry as XYZ:
```
10
Properties=species:S:1:pos:R:3
C -1.82204 -0.13624 -0.07306
C 0.47126 0.19853 -0.00897
H -2.55032 -0.87449 -0.37360
H -1.65196 0.78920 -0.74376
H -2.14564 0.17458 1.02858
H 1.65862 -1.68435 -0.37741
H 2.51753 -0.16965 0.00088
N 1.59204 -0.61916 0.02544
O -0.53519 -0.65953 0.09618
O 0.42672 1.37517 0.00126
```

## Properties
Orbital gap: 11.05 eV
Energy: -284.43003 hartree
2S+1: 1
Strongest force on any atom: 4.352 eV Å⁻¹
LUMO energy: 0.82 eV
ΔE to the lowest compared entry with this formula, charge and spin: 23.4 kcal per mole
Charge: 0

No. 6
Formula: C7H8Cl2N2O3RhSY
Source: the OMol25 dataset
Level of theory: wB97M-V/def2-TZVPD

Geometry as XYZ:
```
25
Properties=species:S:1:pos:R:3
Y 1.96072 2.49593 -3.16762
Rh 0.85227 0.62448 -1.23403
Cl -0.09803 2.79172 -1.99370
Cl 3.07317 1.66264 -1.20221
C 1.58400 -0.97985 -0.71864
C 1.06691 3.09700 -5.00235
C 3.67495 2.18488 -4.38160
O 2.03609 -1.94689 -0.39476
O 0.52590 3.43700 -5.97598
O 4.64708 1.99570 -4.99520
S -0.31929 1.72042 0.50036
C -0.87039 0.22151 1.27682
N -0.75837 0.17891 2.56108
C -1.47123 -0.90315 3.30333
C -1.20762 -2.16665 2.49777
C -1.77790 -2.04035 1.09957
N -1.37890 -0.71287 0.53339
H -0.21745 0.84918 3.14695
H -2.53649 -0.67935 3.28598
H -1.12498 -0.96217 4.32742
H -1.65827 -3.02294 2.99547
H -0.12624 -2.33069 2.45843
H -2.87069 -2.07845 1.10158
H -1.39871 -2.84526 0.47403
H -1.60656 -0.59076 -0.49607
```

## Properties
Orbital gap (spin up / spin down): 7.22 / 5.24 eV
Energy: -2072.38645 hartree
2S+1: 5
Strongest force on any atom: 13.221 eV Å⁻¹
LUMO energy (spin up / spin down): -15.51 / -18.79 eV
ΔE to the lowest compared entry with this formula, charge and spin: 24.1 kcal per mole
Charge: +4

No. 7
Formula: C22H21F12INO3
Source: the OMol25 dataset
Level of theory: wB97M-V/def2-TZVPD

Geometry as XYZ:
```
60
Properties=species:S:1:pos:R:3
C 0.54804 -2.33427 3.35421
C 1.57348 -2.23391 2.10478
C 0.89610 -2.77862 0.75896
C 1.50916 -2.10693 -0.59624
C 1.27252 -0.52783 -0.71159
C 0.25084 -0.00929 -1.81936
C 0.60966 1.50458 -2.24072
F -0.47832 2.22371 -2.85257
F 1.63480 1.44318 -3.26980
C 1.19637 2.42754 -1.09373
C 2.39349 3.37796 -1.48644
C 3.04830 4.30797 -0.40340
C 2.55435 4.37749 1.06386
C 1.36497 3.45721 1.45785
C 0.75612 3.37438 2.95470
F -0.29369 4.29108 3.18267
F 0.34794 2.00365 3.13296
F 1.84567 3.56967 3.84069
C 0.71939 2.51981 0.36954
N 0.64725 -0.76460 -3.08178
C -0.34624 -1.78474 -3.51633
O -0.31542 -2.37037 -4.62051
C -1.37242 -1.97642 -2.25820
C -2.74742 -2.52278 -2.87468
C -3.53323 -3.55211 -1.90051
O -4.77741 -3.42016 -1.73985
I -2.58251 -5.15912 -0.77961
C -1.30724 -0.41114 -1.80266
C -2.31330 0.14484 -0.71411
F -3.63931 -0.01617 -1.28172
F -2.16006 1.57481 -0.61986
C -2.36074 -0.58055 0.69948
F -1.16563 -0.47752 1.46779
F -2.64759 -1.98331 0.61313
C -3.52567 0.00342 1.68431
F -4.82374 -0.37549 1.29359
F -3.37835 1.37622 1.95926
F -3.29574 -0.66493 2.93933
H 0.83787 -3.21105 4.03136
H -0.55079 -2.44309 3.00861
H 0.58234 -1.39144 3.99928
H 2.51037 -2.85035 2.39302
H 1.92217 -1.14706 2.05357
H 1.14699 -3.90810 0.68402
H -0.24203 -2.71122 0.72566
H 2.65347 -2.26611 -0.49275
H 1.19360 -2.73495 -1.49198
H 2.30233 -0.06245 -0.97280
H 1.06454 -0.15214 0.36193
H 2.83918 3.44437 -2.52855
H 3.94369 4.97052 -0.68966
H 3.01723 5.02728 1.89947
H -0.12258 1.85142 0.73906
H 1.62160 -1.08227 -3.12895
H -0.99680 -2.71735 -1.47629
H -2.60855 -3.11197 -3.86332
H -3.48119 -1.67310 -3.14690
H -1.72289 0.07398 -2.77485
O 4.33153 5.37203 3.55723
H 3.65346 4.79580 3.89942
```

## Properties
Orbital gap: 4.17 eV
Energy: -2627.21703 hartree
2S+1: 1
Strongest force on any atom: 5.604 eV Å⁻¹
LUMO energy: 1.22 eV
ΔE to the lowest compared entry with this formula, charge and spin: 222.3 kcal per mole
Charge: -1

No. 8
Formula: C5H13N2O
Source: the OMol25 dataset
Level of theory: wB97M-V/def2-TZVPD

Geometry as XYZ:
```
21
Properties=species:S:1:pos:R:3
C -1.23373 -1.52716 0.31852
O 1.20615 -1.83432 -1.28049
C -0.82522 -0.53936 1.41468
C 0.66987 -0.15415 1.39603
C 1.11910 0.50637 0.12255
N -0.94725 1.09219 -1.79405
C -0.32763 2.02648 -1.21613
N 0.49918 1.78287 -0.11154
H -0.67485 -2.45713 0.35721
H -2.29669 -1.72202 0.39299
H -1.03683 -1.07524 -0.65028
H -1.09648 -0.99831 2.40517
H -1.42858 0.38608 1.39190
H 0.80698 0.54748 2.24724
H 1.23876 -1.07459 1.61322
H 1.22706 -0.94260 -0.85406
H 2.19242 0.66536 -0.00623
H -1.43688 1.47994 -2.60438
H 1.84928 -1.87704 -2.00275
H -0.40057 3.10521 -1.45857
H 0.89589 2.60995 0.31896
```

## Properties
Orbital gap: 6.15 eV
Energy: -382.64021 hartree
2S+1: 1
Strongest force on any atom: 6.973 eV Å⁻¹
LUMO energy: -8.37 eV
ΔE to the lowest compared entry with this formula, charge and spin: 139.0 kcal per mole
Charge: +1

Which of these has the lowest strongest force on any atom?
C19H26BCaN5O4S

Look up the 2S+1 of the eighth one.
1

Among the records above, which one has the highest charge?
C7H8Cl2N2O3RhSY

What is the 2S+1 in the fifth record?
1